This record from the OMol25 dataset describes C21H40BrNO16 as an isolated structure. The level of theory is wB97M-V/def2-TZVPD.

```
79
Properties=species:S:1:pos:R:3:forces:R:3
C -0.3346 -3.8217 4.7415 -1.151 -0.290 1.163
N 0.3357 -4.3879 3.5042 2.819 2.363 -0.636
C 1.5604 -5.1144 4.0174 0.476 -1.478 1.003
C 0.6657 -3.3261 2.4789 -5.971 4.070 -0.558
O -0.3197 -2.4272 2.2102 6.174 -5.414 1.440
C 2.0642 -3.1887 1.6284 0.277 -1.125 0.714
O 2.2431 -1.8536 0.9979 2.392 0.601 3.194
C 2.8356 -0.9630 2.0094 -4.863 2.732 4.835
O 2.0040 -0.3918 2.9049 5.073 -4.024 -6.044
O 4.2775 -0.6464 2.1457 -4.244 -0.527 -1.184
Br 4.2602 1.0272 2.9660 1.072 -0.275 -0.037
H 0.4331 -3.1842 5.3717 -1.569 -1.137 -1.253
H -0.6596 -4.7667 5.3948 0.796 2.086 -1.417
H -1.3203 -3.2240 4.5373 2.186 -1.094 0.045
H 1.1576 -5.9421 4.7771 0.923 1.787 -1.717
H 2.2922 -4.4327 4.6602 -1.442 -1.225 -1.455
H 2.1584 -5.7055 3.1975 -1.255 1.407 1.404
H 2.9560 -3.3292 2.3758 -1.674 -0.162 -1.527
H 2.0929 -3.9810 0.7477 -0.048 1.732 1.972
C 0.1284 0.5390 -0.5676 0.149 0.258 -0.134
C -0.3531 -0.7068 -1.2916 0.375 -0.051 0.776
O -1.0625 -0.3634 -2.4882 0.421 0.174 -1.258
C -0.2932 0.0100 -3.5411 0.511 0.110 0.455
O 0.9280 0.0680 -3.5542 -1.757 -0.149 -0.103
O -1.1135 0.3349 -4.5699 0.479 -0.364 0.752
C -0.4297 0.8473 -5.7115 0.181 0.202 -0.480
H -0.7056 1.2245 -0.3853 0.027 -0.199 0.080
H 0.5899 0.2771 0.3883 -0.166 -0.054 -0.072
H 0.8638 1.0866 -1.1645 -0.033 -0.175 0.027
H -1.0572 -1.2476 -0.6503 -0.041 0.127 -0.345
H 0.4730 -1.3925 -1.5131 -0.107 0.244 -0.131
H 0.3601 0.1658 -6.0430 -0.059 0.183 0.204
H -0.0180 1.8360 -5.4842 0.084 -0.243 -0.047
H -1.1553 0.9528 -6.5229 -0.069 -0.087 0.346
C 8.3116 6.1001 5.6599 0.139 -0.256 -0.185
C 6.9189 6.6275 5.3594 0.270 -0.031 0.664
O 6.6375 6.5636 3.9559 -0.486 -0.877 -0.591
C 6.3286 5.3342 3.4736 0.218 -0.310 0.340
O 6.2644 4.3017 4.1252 -0.044 1.419 -0.934
O 6.1299 5.4419 2.1372 0.091 0.092 1.101
C 5.8989 4.1939 1.4872 -0.083 -0.428 -0.345
H 9.0594 6.6204 5.0525 -0.130 0.080 0.155
H 8.5562 6.2333 6.7172 -0.052 0.038 -0.109
H 8.3942 5.0358 5.4205 -0.125 0.129 0.111
H 6.8630 7.6831 5.6459 -0.099 -0.140 -0.383
H 6.1511 6.0965 5.9341 0.137 -0.051 -0.263
H 5.0796 3.6432 1.9599 0.278 0.120 -0.016
H 6.8179 3.5988 1.4898 -0.238 -0.014 0.126
H 5.6218 4.3979 0.4492 0.093 0.240 0.281
C -5.1679 -2.5003 7.9184 0.102 0.280 -0.171
C -5.6495 -3.7460 7.1943 0.351 -0.007 0.578
O -6.3589 -3.4026 5.9977 0.401 0.105 -0.998
C -5.5896 -3.0292 4.9449 0.528 0.191 0.149
O -4.3684 -2.9712 4.9318 -1.751 -0.176 -0.006
O -6.4099 -2.7043 3.9161 0.518 -0.413 0.935
C -5.7261 -2.1920 2.7745 0.238 0.227 -0.545
H -6.0019 -1.8147 8.1007 0.035 -0.201 0.077
H -4.7065 -2.7621 8.8743 -0.088 -0.013 -0.084
H -4.4326 -1.9526 7.3215 -0.037 -0.193 0.068
H -6.3536 -4.2868 7.8357 -0.091 0.117 -0.387
H -4.8233 -4.4317 6.9729 -0.113 0.236 -0.143
H -4.9363 -2.8734 2.4429 -0.063 0.194 0.204
H -5.3144 -1.2032 3.0017 0.089 -0.250 -0.038
H -6.4516 -2.0864 1.9631 -0.064 -0.110 0.370
C -3.8079 -0.0917 -8.7966 -0.122 0.309 0.000
C -2.8371 -0.5545 -9.8697 0.026 -0.205 0.676
O -3.1565 0.0303 -11.1381 0.391 0.968 -0.454
C -2.7896 1.3264 -11.2970 0.079 0.215 0.579
O -2.2147 2.0174 -10.4683 -0.761 -1.007 -1.258
O -3.1952 1.7332 -12.5245 0.344 -0.488 0.881
C -2.9617 3.1167 -12.7787 0.065 0.547 -0.180
H -4.8411 -0.2826 -9.1045 0.162 -0.139 0.045
H -3.6162 -0.6082 -7.8523 -0.014 -0.001 -0.115
H -3.7235 0.9850 -8.6216 0.118 -0.163 -0.012
H -2.9232 -1.6397 -9.9906 -0.036 0.270 -0.314
H -1.7972 -0.3425 -9.5950 -0.208 0.157 -0.139
H -1.9142 3.3831 -12.6062 -0.241 -0.070 0.131
H -3.6240 3.7254 -12.1543 0.251 -0.063 -0.013
H -3.1979 3.3138 -13.8281 -0.042 -0.333 0.199
```
Forces are in eV/Å.

The HOMO-LUMO gap comes out at 8.594 eV. Its HOMO energy is -9.7504 eV. For the largest force on an atom, the calculation gives 8.9 eV/A. The molar mass comes out at 642.45 g mol⁻¹.